Record 1
{
  "formula": "C4H6O2",
  "method": "ωB97M-V with the def2-TZVPD basis set",
  "spin_multiplicity": 1,
  "e_homo_ha": [-0.323, -0.333],
  "e_tot_ev": -8335.63535,
  "e_above_lowest_ev": 4.826,
  "gap_ha": [0.253, 0.287],
  "species": ["C", "C", "O", "C", "C", "O", "H", "H", "H", "H", "H", "H"],
  "positions_angstrom": [[-0.6247, 1.1001, -0.3367], [-0.1639, -0.2110, 0.5870], [-0.9229, -0.4651, 1.5691], [1.2267, 0.0963, 0.6414], [-0.2144, -1.4060, -0.5310], [-0.0086, -1.3082, -1.7032], [-0.3910, 0.9102, -1.3847], [-0.1875, 2.0411, -0.0012], [-1.6963, 1.0994, -0.1375], [1.7928, 0.2201, -0.2783], [1.7385, 0.2461, 1.5929], [-0.5488, -2.3231, -0.0178]],
  "atomic_forces_ev_per_a": [[-0.339, 0.074, -0.086], [0.357, 0.232, -0.511], [-0.059, 0.014, 0.188], [0.338, -0.006, 0.279], [-0.103, -0.093, -0.654], [-0.091, -0.046, 0.737], [0.034, 0.023, 0.198], [-0.058, -0.190, 0.052], [0.108, 0.006, -0.107], [-0.141, -0.045, 0.105], [-0.077, -0.020, -0.141], [0.029, 0.050, -0.060]]
}

Record 2
{
  "formula": "C4H10FN",
  "method": "ωB97M-V with the def2-TZVPD basis set",
  "spin_multiplicity": 1,
  "e_homo_ha": -0.319,
  "e_tot_ev": -8515.80660,
  "e_above_lowest_ev": 1.872,
  "gap_ha": 0.358,
  "species": ["C", "C", "C", "F", "H", "H", "H", "H", "H", "C", "N", "H", "H", "H", "H", "H"],
  "positions_angstrom": [[-2.3575, -0.0256, 1.3047], [-1.7980, 0.0000, 0.1538], [-1.3062, -1.1237, -0.6444], [-1.7644, 1.2450, -0.5164], [-2.5631, -1.0428, 1.8279], [-2.6679, 0.8053, 1.7751], [-1.6171, -2.0439, -0.2209], [-1.7242, -0.8999, -1.5617], [-0.2691, -1.3223, -0.6354], [1.8412, 1.0409, -0.7644], [1.1575, 0.6838, 0.4216], [1.1110, 0.8728, -1.5137], [2.1566, 2.0592, -0.6705], [2.8030, 0.5151, -0.9880], [1.7526, 0.8112, 1.2752], [0.2502, 1.0207, 0.4016]],
  "atomic_forces_ev_per_a": [[-0.584, -4.470, 1.912], [0.586, 0.986, -1.601], [-0.031, 0.236, 1.202], [0.463, -1.296, 0.552], [0.679, 1.998, -1.009], [-1.199, 2.803, 1.520], [-1.214, -0.822, 0.257], [-0.446, -0.464, -2.502], [1.475, 0.873, -0.391], [1.453, 0.142, 0.052], [3.014, -2.126, 2.168], [-0.146, 0.196, -1.432], [0.067, 1.128, -0.794], [-0.990, -0.293, 0.318], [-1.607, 0.104, -1.055], [-1.520, 1.005, 0.802]]
}

Record 3
{
  "formula": "C7H18N2S2",
  "method": "ωB97M-V with the def2-TZVPD basis set",
  "spin_multiplicity": 1,
  "e_homo_ha": -0.243,
  "e_tot_ev": -32188.54319,
  "e_above_lowest_ev": 3.589,
  "gap_ha": 0.170,
  "species": ["C", "C", "C", "C", "C", "C", "C", "N", "N", "S", "S", "H", "H", "H", "H", "H", "H", "H", "H", "H", "H", "H", "H", "H", "H", "H", "H", "H", "H"],
  "positions_angstrom": [[0.7659, -0.3755, -1.5701], [1.4681, 3.5666, -1.6566], [-1.4607, -1.2254, 3.4322], [-1.3246, 1.7139, -0.7060], [0.7424, 1.2554, 1.1126], [1.1601, -2.7634, 0.1265], [-0.5749, -2.7066, -2.1055], [1.2927, 2.1526, -1.6690], [-0.4638, -0.9087, 2.5157], [0.5070, 1.1846, -0.7733], [-0.0198, -1.6075, -0.7764], [2.0067, 3.7341, -2.5652], [1.7986, 3.9396, -0.6735], [0.5753, 4.0538, -1.9669], [-1.2978, -1.8132, 4.3419], [-2.2659, -1.6524, 2.8262], [-1.8942, -0.2680, 3.7292], [-1.8251, 1.4916, -1.6747], [-1.8350, 1.2715, 0.0960], [-1.3074, 2.7936, -0.5466], [0.0984, 1.9737, 1.5732], [0.2846, 0.2726, 1.5096], [1.8183, 1.2845, 1.5436], [1.9664, -3.2604, -0.3947], [1.4522, -2.0651, 0.8949], [0.3720, -3.4923, 0.5108], [-1.5519, -2.2413, -2.2229], [0.0236, -2.4809, -3.0847], [-0.5111, -3.8276, -1.8265]],
  "atomic_forces_ev_per_a": [[-0.042, 1.746, 0.807], [-0.860, -0.739, 0.539], [0.797, 0.211, -0.450], [1.216, 0.570, -1.473], [1.105, -2.077, 0.528], [-2.614, -0.166, 0.165], [1.204, -0.283, -1.189], [-0.167, -1.880, 0.726], [-0.885, -1.276, 1.158], [-0.398, -0.551, -1.154], [0.972, -0.602, 0.491], [1.595, 0.562, 0.131], [0.454, 0.359, -0.709], [-1.470, 0.767, 0.404], [0.502, -0.195, -0.077], [-0.455, -0.049, -0.173], [-0.400, 0.519, -0.062], [0.681, 0.009, 0.633], [-0.610, -0.899, 1.128], [0.038, 0.035, -0.055], [-0.143, 1.081, -0.035], [0.867, 1.490, -1.144], [-1.667, 0.233, -1.324], [0.095, 0.216, -0.374], [0.495, -0.296, 0.476], [1.397, 0.570, -0.066], [-0.390, -0.932, -0.480], [-0.832, -0.411, 1.972], [-0.484, 1.988, -0.393]]
}